1.
ORCA calculation (ωB97M-V/def2-TZVPD) on C2H3NS3 in the gas phase.

Each line ends with the Löwdin charge.
Atoms and positions in Å:
S1 -2.43 1.40 -0.10  0.69
C1 -0.49 -0.54 0.43  -0.46
H1 -1.55 -2.03 -0.68  0.13
H2 0.38 -1.15 0.40  0.06
C2 -1.60 -0.97 -0.30  -0.38
S2 1.61 1.85 -0.51  0.20
S3 -0.36 1.19 0.62  0.46
H3 1.80 3.21 -0.60  -0.24
N1 -2.58 -0.15 -0.53  -0.45

Results
Molar mass (g/mol): 137.3
Highest occupied orbital energy (spin up / spin down) (eV): -7.97 / -7.97
HOMO-LUMO gap (spin up / spin down) (eV): 6.80 / 6.80
Relative energy (zero: lowest compared OMol25 entry of this formula, charge and spin) (eV): 2.353
Net charge: 0

=====

2.
ORCA calculation (ωB97M-V/def2-TZVPD) on a molecular structure, C2H3NaO2Rb.

Each line ends with the Löwdin charge.
Atoms and positions in Å:
Na1 -0.79 -0.21 3.27  0.74
Rb1 0.75 -3.00 -3.71  0.37
O1 0.22 -0.21 -0.88  0.01
H1 -1.51 1.69 0.11  0.11
O2 -0.82 1.53 2.07  -0.39
C1 -0.26 0.03 0.18  -0.13
C2 -0.63 1.44 0.75  -0.47
H2 2.82 -3.31 -2.13  -0.37
H3 0.22 2.05 0.34  0.12

Results
Expectation value of S²: 0.75
Molar mass (g/mol): 167.5
Highest occupied orbital energy (spin up / spin down) (eV): -5.63 / -5.63
HOMO-LUMO gap (spin up / spin down) (eV): 4.79 / 4.52
Relative energy (zero: lowest compared OMol25 entry of this formula, charge and spin) (eV): 0.496
Net charge: 0
2S+1: 2

=====

3.
ORCA calculation (ωB97M-V/def2-TZVPD) on a molecular structure, C2H3O2.

Each line ends with the Löwdin charge.
Atoms and positions in Å:
C1 1.41 0.58 -0.07  0.12
H1 -2.24 -0.18 0.34  0.15
C2 -1.17 -0.46 0.03  0.07
H2 1.52 1.26 0.74  0.17
O1 1.88 -0.16 -0.81  0.30
H3 -0.95 -1.58 -0.39  0.19
O2 -0.45 0.54 0.15  0.00

Results
Molar mass (g/mol): 59.0
Highest occupied orbital energy (eV): -17.09
HOMO-LUMO gap (eV): 11.03
Relative energy (zero: lowest compared OMol25 entry of this formula, charge and spin) (eV): 0.779
Net charge: +1

=====

4.
ORCA calculation (ωB97M-V/def2-TZVPD) on a gas-phase ion, C2H3O2 (charge +1).

Each line ends with the Löwdin charge.
Atoms and positions in Å:
H1 1.06 -1.03 1.09  0.17
C1 -1.15 0.19 -0.20  0.13
H2 0.58 0.50 -1.32  0.18
O1 -2.19 0.12 0.19  0.45
H3 0.69 1.02 0.37  0.19
O2 0.73 -1.02 0.15  0.03
C2 0.28 0.23 -0.28  -0.14

Results
Molar mass (g/mol): 59.0
Highest occupied orbital energy (eV): -17.90
HOMO-LUMO gap (eV): 11.44
Relative energy (zero: lowest compared OMol25 entry of this formula, charge and spin) (eV): 0.000
Net charge: +1